Entry 1:
C24H23AuN6O2S2 as an isolated structure. Source: the OMol25 dataset; level of theory: ωB97M-V with the def2-TZVPD basis set.

Calculated values
2S+1: 3
Gap between HOMO and LUMO (spin up / spin down): 7.92 / 5.76 eV
Total charge: +2
Highest occupied orbital energy (spin up / spin down): -14.213 / -14.388 eV

Last column: Mulliken spin population.
Positions of all 58 atoms, in Å:
1 Au -2.647 -0.173 -2.279  0.01
2 C -1.730 -0.534 2.733  0.02
3 C -1.483 -0.458 1.258  -0.05
4 N -2.022 -1.122 0.309  -0.01
5 N -2.961 -2.055 0.523  0.00
6 C -3.585 -2.687 -0.530  0.00
7 N -4.377 -3.687 -0.161  0.00
8 S -3.446 -2.352 -2.186  0.00
9 C -0.483 0.506 0.712  0.14
10 C -0.048 1.695 1.282  0.31
11 C 0.856 2.754 0.723  0.10
12 C 0.906 3.327 -1.388  0.01
13 C 0.051 2.180 -2.008  0.10
14 N 0.142 0.177 -0.417  0.38
15 H -2.292 -1.420 3.019  0.00
16 H -2.290 0.336 3.081  0.00
17 H -0.781 -0.555 3.270  0.00
18 H -3.230 -2.308 1.466  0.00
19 H -4.473 -3.997 0.793  0.00
20 H -4.902 -4.179 -0.868  0.00
21 H -0.519 1.962 2.223  -0.01
22 H 1.324 3.251 1.570  0.02
23 H 1.284 4.050 -2.104  -0.01
24 H 0.083 2.145 -3.098  -0.01
25 C 4.885 -2.906 2.404  0.00
26 C 3.886 -2.625 1.321  0.00
27 C 2.523 -2.860 1.519  0.00
28 C 1.606 -2.643 0.508  0.00
29 C 2.067 -2.157 -0.714  0.03
30 C 3.419 -1.917 -0.945  0.00
31 C 4.316 -2.154 0.079  -0.01
32 S 0.954 -1.949 -2.022  0.01
33 O 1.619 -1.582 -3.221  0.02
34 O -0.108 -2.883 -1.935  0.01
35 N 0.073 -0.371 -1.659  0.11
36 C 0.753 0.919 -1.488  0.08
37 C 2.132 1.276 -1.118  0.62
38 C 1.916 2.590 -0.474  0.09
39 C 0.069 3.818 -0.199  0.03
40 C -1.341 3.489 -0.560  0.00
41 C -2.534 4.015 -0.098  0.02
42 C -3.710 3.514 -0.636  0.00
43 C -3.650 2.463 -1.533  0.00
44 N -2.490 1.923 -1.955  0.00
45 C -1.355 2.482 -1.517  0.02
46 H 4.401 -3.202 3.333  0.00
47 H 5.505 -2.031 2.598  0.00
48 H 5.553 -3.712 2.098  0.00
49 H 2.188 -3.250 2.472  0.00
50 H 0.558 -2.879 0.640  0.00
51 H 3.755 -1.582 -1.918  0.00
52 H 5.373 -1.991 -0.092  0.00
53 H 2.985 0.623 -1.057  -0.02
54 H 2.822 3.138 -0.233  -0.01
55 H 0.233 4.839 0.132  0.00
56 H -2.555 4.811 0.637  0.00
57 H -4.673 3.918 -0.357  0.00
58 H -4.551 2.021 -1.935  0.00

Cartesian forces, eV/Å:
Au -0.50 0.04 -0.09
C -0.01 0.06 -0.05
C 0.00 0.05 -0.12
N 0.09 -0.04 0.09
N -0.07 0.02 -0.21
C 0.09 -0.02 0.18
N -0.04 -0.02 -0.09
S 0.18 0.12 0.16
C 0.14 -0.28 0.23
C -0.02 0.04 0.06
C -0.03 -0.06 -0.04
C 0.06 0.04 0.02
C -0.10 0.02 0.00
N -0.41 0.53 -0.39
H 0.02 0.00 0.02
H -0.01 0.00 -0.01
H -0.01 -0.01 0.01
H -0.04 0.04 -0.01
H 0.06 -0.04 0.00
H -0.03 0.02 0.02
H 0.00 0.00 -0.01
H 0.00 0.00 0.01
H -0.04 -0.01 -0.03
H 0.02 0.00 0.00
C -0.03 0.00 -0.01
C 0.01 -0.02 0.06
C 0.01 -0.01 0.02
C 0.06 0.04 -0.06
C 0.08 -0.05 0.06
C 0.02 -0.02 0.06
C 0.01 0.02 -0.04
S -0.14 0.25 -0.08
O -0.06 -0.07 0.00
O -0.07 -0.05 0.03
N 0.53 -0.34 0.01
C 0.00 -0.15 0.23
C -0.03 0.07 0.02
C 0.02 -0.04 -0.05
C -0.03 0.00 -0.01
C 0.01 0.01 0.08
C 0.00 0.03 0.01
C -0.01 0.01 -0.01
C -0.03 -0.05 -0.04
N 0.29 -0.06 -0.01
C 0.01 -0.05 0.00
H 0.00 0.00 0.00
H 0.00 0.00 0.00
H 0.00 0.00 0.00
H 0.00 0.00 0.00
H -0.01 0.00 0.00
H 0.00 -0.01 -0.01
H 0.00 -0.01 0.00
H 0.00 0.02 -0.01
H 0.00 0.00 0.01
H 0.03 -0.01 0.02
H 0.01 0.00 0.00
H 0.00 -0.01 0.00
H -0.01 0.01 0.00



Entry 2:
C24H23B2F4N6O4S2Ti as an isolated structure. Source: the OMol25 dataset; level of theory: ωB97M-V with the def2-TZVPD basis set.

Calculated values
2S+1: 3
Gap between HOMO and LUMO (spin up / spin down): 6.70 / 6.42 eV
Energy relative to the best compared isomer or geometry (same formula, charge and spin): 47.2 kcal/mol
Total charge: +1
Highest occupied orbital energy (spin up / spin down): -10.985 / -11.671 eV

Last column: Mulliken spin population.
Positions of all 66 atoms, in Å:
1 Ti 0.334 -0.081 0.383  -0.06
2 C -0.177 -3.077 3.699  0.00
3 C 0.283 -2.216 2.577  0.00
4 N -0.467 -1.403 1.938  0.00
5 O -1.721 -1.228 2.423  0.00
6 B -2.823 -1.493 1.484  0.02
7 F -3.991 -1.285 2.131  0.00
8 F -2.666 -2.698 0.850  0.01
9 O -2.814 -0.421 0.306  0.24
10 N -1.669 -0.085 -0.190  0.69
11 C -1.587 -0.151 -1.672  0.09
12 C -2.946 -0.004 -2.330  0.01
13 C 0.859 0.511 -2.482  0.05
14 N 1.459 0.079 -1.450  0.02
15 O 2.782 -0.153 -1.432  0.00
16 B 3.273 0.080 -0.042  0.00
17 F 2.282 1.015 0.574  0.00
18 F 4.520 0.564 -0.050  0.00
19 O 3.180 -1.133 0.800  0.00
20 N 1.918 -1.291 1.243  0.00
21 C 1.696 -2.180 2.137  0.00
22 C 2.739 -3.072 2.708  0.00
23 C 1.489 0.727 -3.808  0.01
24 H -1.251 -3.223 3.636  0.00
25 H 0.049 -2.598 4.655  0.00
26 H 0.332 -4.039 3.676  0.00
27 H -3.583 -0.827 -2.019  0.00
28 H -2.852 -0.026 -3.416  0.00
29 H -3.420 0.934 -2.045  -0.01
30 H 3.727 -2.725 2.422  0.00
31 H 2.601 -4.088 2.329  0.00
32 H 2.656 -3.114 3.793  0.00
33 H 0.764 0.614 -4.612  0.00
34 H 2.308 0.022 -3.940  0.00
35 H 1.899 1.738 -3.864  0.00
36 S -1.176 2.273 -3.208  0.10
37 C -0.710 3.534 -2.118  0.25
38 C -0.796 4.900 -2.325  -0.11
39 C -0.384 5.746 -1.309  0.21
40 C 0.120 5.244 -0.090  -0.04
41 C 0.209 3.900 0.138  0.13
42 C -0.220 3.007 -0.881  0.03
43 N -0.209 1.690 -0.798  0.44
44 C -0.540 1.004 -2.046  -0.15
45 C -0.966 -1.529 -1.815  0.00
46 C -1.271 -2.423 -2.826  -0.01
47 C -0.670 -3.676 -2.828  0.01
48 C 0.218 -4.015 -1.822  0.01
49 C 0.528 -3.107 -0.813  0.01
50 C -0.063 -1.856 -0.794  0.04
51 H -1.171 5.297 -3.258  0.00
52 H -0.440 6.816 -1.454  0.01
53 H 0.451 5.940 0.669  0.00
54 H 0.616 3.501 1.055  0.00
55 H -1.986 -2.166 -3.598  0.00
56 H -0.909 -4.388 -3.607  0.00
57 H 0.681 -4.993 -1.819  0.00
58 H 1.245 -3.405 -0.058  0.00
59 S -1.450 2.583 3.830  0.00
60 C 0.220 2.338 4.089  0.00
61 C 0.747 1.610 3.075  0.00
62 N -0.166 1.251 2.108  -0.01
63 C -1.366 1.695 2.391  0.00
64 H 0.728 2.735 4.952  0.00
65 H 1.782 1.325 2.967  0.00
66 H -2.234 1.498 1.780  0.00

Cartesian forces, eV/Å:
Ti 0.21 0.26 0.20
C -0.01 0.00 -0.01
C -0.10 -0.01 0.05
N -0.01 0.04 -0.12
O 0.03 0.03 0.08
B 0.00 -0.02 -0.25
F -0.04 0.02 0.02
F -0.01 0.03 0.06
O 0.01 -0.17 0.15
N -0.10 0.10 0.04
C -0.12 -0.05 -0.13
C 0.02 0.02 0.03
C 0.08 0.15 -0.01
N -0.08 -0.03 0.13
O 0.06 0.02 -0.02
B -0.04 -0.05 -0.09
F 0.00 -0.02 -0.04
F 0.00 0.02 0.03
O 0.03 -0.02 0.00
N -0.15 0.05 -0.05
C 0.12 -0.01 -0.02
C 0.00 0.03 -0.01
C 0.04 -0.14 0.00
H 0.00 -0.01 0.01
H 0.00 0.00 0.00
H 0.01 0.01 0.00
H 0.00 0.00 0.00
H 0.03 0.01 0.00
H -0.01 0.00 0.00
H 0.01 -0.02 0.01
H -0.01 0.00 0.00
H -0.01 0.00 0.00
H -0.01 -0.02 0.00
H 0.00 0.01 0.00
H -0.02 0.00 -0.01
S 0.06 0.00 0.07
C -0.02 -0.07 -0.03
C 0.00 0.05 0.00
C -0.01 -0.02 -0.04
C 0.00 -0.02 0.01
C 0.01 0.01 0.03
C -0.01 0.00 0.05
N 0.04 0.01 0.05
C -0.09 0.06 -0.10
C 0.04 -0.11 0.01
C -0.01 0.03 0.01
C 0.01 -0.01 0.01
C 0.00 -0.02 -0.01
C -0.02 0.02 -0.01
C 0.01 -0.01 -0.03
H 0.00 0.01 0.00
H 0.00 0.00 -0.01
H 0.00 0.00 0.00
H 0.00 0.02 0.00
H 0.00 0.00 0.00
H 0.00 0.00 0.00
H 0.00 0.00 0.00
H 0.01 0.00 0.00
S -0.04 -0.05 -0.06
C 0.03 0.01 -0.03
C 0.00 0.07 0.03
N 0.01 -0.22 -0.08
C 0.05 0.05 0.09
H 0.00 0.01 0.00
H 0.00 -0.01 0.00
H -0.01 0.01 0.01



Entry 3:
C24H23BClN5O2STl as an isolated structure. Source: the OMol25 dataset; level of theory: ωB97M-V with the def2-TZVPD basis set.

Calculated values
Gap between HOMO and LUMO: 5.96 eV
Energy relative to the best compared isomer or geometry (same formula, charge and spin): 1.4 kcal/mol
Total charge: -1
Highest occupied orbital energy: -3.398 eV

Last column: natural (NBO) charge in e.
Positions of all 58 atoms, in Å:
1 Tl -0.815 -1.192 2.059  0.21
2 N -1.593 1.390 1.115  -1.15
3 S -3.138 1.637 1.293  1.11
4 C -3.612 3.108 0.360  -0.15
5 C -4.950 3.470 0.247  -0.24
6 C -5.287 4.635 -0.421  -0.22
7 C -4.289 5.437 -0.966  -0.22
8 C -2.958 5.072 -0.835  -0.19
9 C -2.609 3.904 -0.164  -0.26
10 C -4.093 0.426 0.382  -0.28
11 C -4.231 0.470 -0.997  -0.13
12 C -4.870 -0.571 -1.646  -0.21
13 C -5.361 -1.648 -0.919  -0.18
14 C -5.209 -1.690 0.457  -0.21
15 C -4.568 -0.651 1.116  -0.19
16 H -1.360 1.174 0.143  0.38
17 H -5.723 2.833 0.663  0.22
18 H -6.328 4.916 -0.519  0.21
19 H -4.555 6.346 -1.491  0.21
20 H -2.177 5.695 -1.252  0.21
21 H -1.567 3.622 -0.044  0.28
22 H -3.819 1.297 -1.562  0.21
23 H -4.953 -0.561 -2.724  0.21
24 H -5.840 -2.471 -1.435  0.21
25 H -5.564 -2.543 1.021  0.21
26 H -4.406 -0.690 2.186  0.23
27 N -1.751 -1.782 -1.477  -0.65
28 C -1.432 -1.570 -0.379  -0.12
29 O 2.598 -1.073 1.268  -0.73
30 B 1.334 -0.452 1.022  0.58
31 O 1.556 0.467 -0.055  -0.72
32 C 2.855 0.342 -0.449  0.22
33 C 3.521 0.989 -1.466  -0.25
34 C 4.864 0.656 -1.659  -0.24
35 C 5.495 -0.286 -0.857  -0.24
36 C 4.809 -0.935 0.174  -0.28
37 C 3.488 -0.597 0.354  0.29
38 H 3.015 1.712 -2.092  0.22
39 H 5.421 1.139 -2.453  0.20
40 H 6.536 -0.525 -1.036  0.20
41 H 5.285 -1.676 0.803  0.22
42 Cl 4.579 -4.513 2.021  -0.02
43 C 3.143 -4.314 1.054  -0.07
44 C 3.189 -4.506 -0.311  -0.20
45 C 2.019 -4.314 -1.023  -0.25
46 C 0.869 -3.933 -0.345  0.04
47 N 0.837 -3.736 0.974  -0.39
48 C 1.959 -3.928 1.658  0.04
49 H 4.115 -4.787 -0.795  0.22
50 H 1.997 -4.437 -2.097  0.22
51 H -0.051 -3.720 -0.876  0.24
52 H 1.928 -3.738 2.725  0.20
53 N 0.838 3.486 0.325  -0.70
54 N 0.847 3.153 1.728  -0.69
55 H 1.093 2.671 -0.225  0.35
56 H 1.535 4.204 0.180  0.33
57 H 1.595 2.486 1.904  0.32
58 H -0.009 2.617 1.861  0.38

Cartesian forces, eV/Å:
Tl 0.08 0.03 -0.03
N -0.16 -0.07 0.04
S 0.16 0.04 -0.04
C -0.06 0.00 0.00
C 0.02 0.00 0.00
C -0.01 -0.01 0.01
C 0.01 0.00 0.00
C -0.01 -0.02 0.01
C 0.02 -0.01 -0.02
C 0.00 0.02 0.01
C 0.00 0.00 -0.01
C -0.01 -0.01 0.00
C 0.01 0.01 0.00
C 0.00 -0.01 0.01
C -0.01 -0.01 -0.01
H 0.03 0.00 0.01
H 0.00 -0.01 0.00
H 0.00 0.01 -0.01
H 0.00 0.00 0.00
H 0.00 0.01 0.00
H -0.01 0.02 0.02
H 0.00 0.00 0.00
H 0.00 0.00 0.00
H 0.00 0.00 0.00
H 0.00 0.00 0.00
H 0.00 0.01 0.00
N 0.03 -0.03 -0.01
C -0.09 0.01 -0.03
O -0.01 0.01 -0.04
B 0.03 0.00 0.03
O 0.02 -0.01 -0.02
C -0.03 -0.01 0.02
C 0.02 0.02 -0.03
C -0.01 0.00 0.01
C -0.02 -0.01 0.01
C 0.05 -0.01 -0.02
C -0.04 0.00 0.04
H 0.01 0.00 0.00
H 0.00 0.00 0.00
H 0.00 0.00 0.00
H 0.00 0.01 0.00
Cl -0.01 0.00 -0.01
C 0.01 0.01 0.04
C 0.09 -0.04 0.00
C -0.08 0.03 -0.06
C -0.08 0.16 0.06
N 0.18 -0.18 -0.05
C -0.10 0.03 0.04
H 0.00 0.01 -0.01
H 0.00 0.00 0.00
H -0.01 -0.02 0.00
H -0.01 -0.01 0.02
N 0.00 0.05 0.03
N -0.02 -0.07 -0.12
H 0.02 0.00 -0.01
H 0.02 -0.01 -0.02
H 0.02 0.02 0.03
H -0.04 0.05 0.08



Entry 4:
One molecule with the formula C24H23BrFNO6S3. Source: the OMol25 dataset; level of theory: ωB97M-V with the def2-TZVPD basis set.

Calculated values
Gap between HOMO and LUMO: 8.31 eV
SMILES: C[C@@H](Br)Cc1cccc2c1Sc1c(COO)cc(S(=O)(=O)F)c(S(C)(=O)=O)c1N2Cc1ccccc1
Highest occupied orbital energy: -8.723 eV

Last column: natural (NBO) charge in e.
Positions of all 59 atoms, in Å:
1 C -0.294 -1.165 4.390  -0.64
2 C 0.374 -2.533 4.449  -0.20
3 Br -0.960 -3.855 5.002  -0.03
4 C 1.013 -3.015 3.131  -0.48
5 C 1.548 -1.867 2.310  0.08
6 C 2.738 -1.248 2.675  -0.22
7 C 3.210 -0.144 1.984  -0.20
8 C 2.511 0.354 0.896  -0.19
9 C 1.342 -0.265 0.487  0.13
10 C 0.866 -1.357 1.208  -0.24
11 S -0.699 -2.022 0.720  0.32
12 C -1.489 -0.485 0.361  -0.17
13 C -2.807 -0.284 0.733  -0.03
14 C -3.637 -1.326 1.436  -0.11
15 O -4.545 -2.021 0.578  -0.28
16 O -3.877 -2.211 -0.686  -0.47
17 C -3.380 0.944 0.459  -0.16
18 C -2.669 1.952 -0.164  -0.34
19 S -3.573 3.468 -0.398  2.42
20 O -2.818 4.595 0.008  -0.88
21 O -4.268 3.442 -1.637  -0.90
22 F -4.678 3.271 0.702  -0.48
23 C -1.338 1.745 -0.585  -0.31
24 S -0.327 3.026 -1.391  2.19
25 C -1.381 3.850 -2.555  -0.91
26 O 0.687 2.405 -2.192  -0.93
27 O 0.067 3.936 -0.355  -0.92
28 C -0.749 0.506 -0.305  0.28
29 N 0.607 0.218 -0.646  -0.50
30 C 0.748 -0.613 -1.857  -0.25
31 C 1.978 -0.386 -2.708  0.06
32 C 2.931 0.594 -2.482  -0.23
33 C 4.039 0.706 -3.307  -0.19
34 C 4.206 -0.153 -4.380  -0.23
35 C 3.253 -1.135 -4.617  -0.20
36 C 2.158 -1.252 -3.785  -0.25
37 H 0.456 -0.372 4.408  0.23
38 H -0.945 -1.039 5.254  0.23
39 H -0.904 -1.069 3.490  0.21
40 H 1.129 -2.530 5.234  0.21
41 H 1.851 -3.669 3.375  0.23
42 H 0.275 -3.585 2.573  0.23
43 H 3.282 -1.630 3.532  0.21
44 H 4.127 0.338 2.301  0.22
45 H 2.880 1.226 0.376  0.23
46 H -4.279 -0.834 2.168  0.21
47 H -3.002 -2.050 1.953  0.20
48 H -4.642 -2.415 -1.241  0.48
49 H -4.402 1.108 0.760  0.24
50 H -1.742 4.764 -2.089  0.27
51 H -2.195 3.224 -2.907  0.26
52 H -0.708 4.096 -3.375  0.27
53 H 0.740 -1.674 -1.584  0.20
54 H -0.138 -0.445 -2.474  0.22
55 H 2.790 1.300 -1.679  0.23
56 H 4.763 1.486 -3.099  0.21
57 H 5.070 -0.052 -5.025  0.21
58 H 3.373 -1.815 -5.452  0.21
59 H 1.433 -2.038 -3.978  0.21

Cartesian forces, eV/Å:
C -0.14 -0.14 0.10
C 0.07 0.30 -0.14
Br 0.05 -0.11 0.10
C 0.10 0.23 0.09
C 0.05 -0.05 0.00
C -0.02 -0.03 -0.01
C 0.08 0.00 0.10
C 0.13 0.11 0.06
C 0.08 -0.04 0.01
C -0.05 0.01 -0.01
S -0.09 -0.08 0.00
C 0.06 -0.12 0.02
C -0.11 -0.03 -0.01
C 0.09 -0.20 -0.03
O -0.12 0.40 -0.03
O 0.12 -0.19 0.10
C -0.11 -0.02 0.02
C 0.08 0.09 -0.08
S -0.01 0.03 -0.05
O -0.02 -0.04 0.06
O -0.04 -0.07 0.05
F 0.06 0.04 0.01
C -0.11 -0.04 0.01
S 0.33 0.14 0.02
C 0.04 0.41 0.03
O -0.20 -0.13 -0.12
O -0.07 -0.08 0.03
C 0.01 0.13 -0.01
N 0.07 -0.01 0.05
C -0.01 0.02 -0.06
C 0.03 -0.09 0.03
C -0.15 0.03 0.13
C 0.07 0.05 -0.01
C 0.09 0.10 0.02
C 0.19 -0.02 -0.18
C -0.11 -0.07 0.09
H -0.02 -0.04 -0.13
H 0.07 0.06 0.00
H 0.03 0.03 0.01
H -0.13 -0.10 0.09
H -0.15 -0.19 -0.05
H 0.09 -0.04 -0.04
H 0.04 0.01 -0.03
H -0.04 -0.03 -0.04
H -0.11 0.00 -0.04
H -0.07 -0.12 -0.01
H 0.04 0.06 -0.04
H 0.03 0.02 0.05
H -0.03 0.01 0.00
H -0.12 -0.10 -0.10
H 0.06 -0.06 -0.01
H -0.01 -0.09 0.01
H -0.08 0.00 -0.02
H 0.03 0.07 0.03
H -0.04 -0.01 -0.03
H 0.02 -0.05 -0.09
H -0.03 -0.05 -0.01
H -0.01 0.01 0.02
H -0.02 0.05 0.06